# C4H11N2O2

One molecule with the formula C4H11N2O2 at a distorted geometry (ωB97M-V with the def2-TZVPD basis set, the Open Molecules 2025 dataset).

Properties
Molecular weight: 119.1 g mol⁻¹
Multiplicity: 2
Electronic energy: -11398.0519 eV
ΔE to the lowest compared entry with this formula, charge and spin: 2.333 eV
HOMO level (alpha / beta): -3.4 / -10.1 eV

Each line ends with the Löwdin charge.
Element x y z (Å)
1 O 1.0699 1.8485 -1.2823  -0.002
2 O 0.7522 -1.2514 1.4011  -0.131
3 N 0.0314 1.2532 0.6408  0.062
4 N 0.5173 -0.3197 -2.6551  0.044
5 C -0.3397 -0.6812 2.2176  -0.153
6 C -0.2490 -0.1625 -1.3338  -0.186
7 C -0.9141 0.5389 1.4304  -0.173
8 C 0.2830 1.0823 -0.6909  -0.476
9 H 1.3412 -1.7349 1.9776  0.075
10 H -1.2452 1.2480 2.1808  0.119
11 H 1.5542 -0.3540 -2.4402  0.088
12 H 0.2809 0.5008 -3.2714  0.074
13 H 0.1692 -0.2511 3.0593  0.107
14 H 0.2702 -1.2078 -3.1190  0.020
15 H -0.0696 -1.0073 -0.7234  0.072
16 H -1.0237 -1.5076 2.2744  0.111
17 H -1.7929 0.2424 0.8976  0.113
18 H -1.2876 -0.1389 -1.6523  0.086
19 H 0.6522 1.9022 1.0888  0.151